{
  "formula": "C53H109Br2N15O9",
  "method": "ωB97M-V with the def2-TZVPD basis set",
  "symbols": ["C", "O", "N", "C", "C", "H", "H", "H", "H", "H", "H", "H", "C", "O", "N", "C", "C", "H", "H", "H", "H", "H", "H", "H", "C", "O", "N", "C", "C", "H", "H", "H", "H", "H", "H", "H", "C", "O", "N", "C", "C", "H", "H", "H", "H", "H", "H", "H", "C", "O", "N", "C", "C", "H", "H", "H", "H", "H", "H", "H", "C", "O", "N", "C", "C", "H", "H", "H", "H", "H", "H", "H", "C", "O", "N", "C", "C", "H", "H", "H", "H", "H", "H", "H", "C", "O", "N", "C", "C", "H", "H", "H", "H", "H", "H", "H", "C", "O", "N", "C", "C", "H", "H", "H", "H", "H", "H", "H", "C", "C", "C", "C", "N", "H", "H", "H", "H", "H", "H", "H", "C", "C", "C", "C", "N", "H", "H", "H", "H", "H", "H", "H", "C", "C", "C", "C", "N", "H", "H", "H", "H", "H", "H", "H", "C", "C", "C", "C", "N", "H", "H", "H", "H", "H", "H", "H", "C", "C", "C", "C", "N", "H", "H", "H", "H", "H", "H", "H", "C", "C", "C", "C", "N", "H", "H", "H", "H", "H", "H", "H", "Br", "C", "C", "Br", "H", "H", "H", "H"],
  "positions_angstrom": [[4.156007, -4.776738, 1.865962], [3.563397, -4.818298, 2.955232], [5.525997, -4.761658, 1.820982], [6.281087, -4.702918, 0.530412], [6.310897, -4.576538, 3.026262], [3.765027, -4.793378, 0.836852], [6.870577, -3.824358, 0.268202], [5.529707, -4.829628, -0.248998], [6.931367, -5.565328, 0.383852], [5.723627, -4.845428, 3.904282], [7.234707, -5.144488, 3.136302], [6.706277, -3.586048, 3.251482], [6.062057, 0.292162, 1.150212], [6.899967, 1.128492, 0.798882], [5.800387, 0.078162, 2.445092], [4.961697, -1.018438, 2.774552], [6.447907, 0.720982, 3.623202], [5.537857, -0.364598, 0.438822], [5.434717, -1.901498, 3.204132], [4.390217, -1.465728, 1.961262], [4.099827, -0.705858, 3.364102], [6.907847, -0.028208, 4.267612], [7.216897, 1.380402, 3.220822], [5.733237, 1.307352, 4.200722], [-3.268483, 4.052172, -1.809088], [-3.603853, 2.870282, -2.078818], [-2.603893, 4.327432, -0.669918], [-2.252893, 5.723752, -0.342198], [-2.173983, 3.348782, 0.289912], [-3.494023, 4.981922, -2.353968], [-2.620063, 6.305172, -1.187918], [-1.188293, 5.849852, -0.145118], [-2.789053, 6.013332, 0.561562], [-2.354293, 2.345982, -0.097338], [-1.086833, 3.349042, 0.368622], [-2.670963, 3.379242, 1.259542], [-4.371693, -2.895688, 3.224992], [-4.940213, -3.550088, 2.310582], [-4.992403, -2.548888, 4.392952], [-4.186913, -1.992928, 5.525222], [-6.421563, -2.721418, 4.612872], [-3.307583, -2.620038, 3.287432], [-3.150783, -1.722878, 5.321232], [-4.219733, -2.676088, 6.373942], [-4.776533, -1.118028, 5.799082], [-6.677093, -3.223188, 5.546152], [-6.773043, -1.696998, 4.735902], [-6.898703, -3.125128, 3.719872], [4.083277, 1.988892, -2.420728], [4.209037, 1.038832, -1.683328], [5.109247, 2.539972, -3.115778], [5.038627, 3.704842, -4.013988], [6.482717, 2.033022, -3.014498], [3.129707, 2.505652, -2.610138], [5.552767, 4.582772, -3.622838], [4.005387, 4.038072, -4.111348], [5.484777, 3.484912, -4.983868], [6.668837, 1.187252, -3.676418], [7.288667, 2.760702, -3.109528], [6.745757, 1.658762, -2.025128], [0.622387, 0.826132, -4.967658], [1.449357, 0.067682, -5.460468], [-0.675633, 0.440552, -4.694898], [-1.610933, 1.394632, -4.315108], [-1.196603, -0.888698, -4.935418], [0.818737, 1.889992, -4.763068], [-1.147143, 2.335662, -4.019388], [-2.036073, 1.051072, -3.372068], [-2.284763, 1.609222, -5.144568], [-2.090743, -1.047408, -4.332568], [-1.616653, -0.897698, -5.941188], [-0.445593, -1.675558, -4.865058], [-6.553913, 1.406052, -0.227948], [-7.352143, 2.374942, -0.243958], [-6.671623, 0.300472, -0.934628], [-5.542433, -0.678698, -1.094928], [-7.854303, 0.158802, -1.844128], [-5.661383, 1.290472, 0.406262], [-5.364373, -0.948748, -2.135828], [-5.749563, -1.574338, -0.509228], [-4.641543, -0.175548, -0.743738], [-8.578533, 0.966932, -1.741538], [-7.388473, 0.081442, -2.826528], [-8.431323, -0.753188, -1.691088], [0.323627, 2.410822, 6.346922], [0.829037, 3.525282, 6.190732], [-0.092573, 1.616962, 5.370342], [-0.647423, 0.278262, 5.574092], [0.051897, 2.037462, 3.951182], [0.322127, 1.911572, 7.328222], [-0.766993, -0.046448, 6.607712], [0.008997, -0.418478, 5.052782], [-1.681743, 0.281632, 5.230202], [0.577907, 2.964432, 3.722852], [0.608967, 1.339562, 3.326102], [-1.008803, 2.097902, 3.707512], [3.664167, -2.214878, -1.627098], [4.254297, -2.711258, -0.684518], [3.731737, -2.777848, -2.868158], [3.068127, -2.020798, -3.895108], [4.429277, -4.014338, -3.290478], [3.073687, -1.289098, -1.707528], [3.718817, -1.179978, -4.135368], [2.068587, -1.623738, -3.718048], [3.056577, -2.546408, -4.849948], [5.033297, -3.867698, -4.185888], [4.995307, -4.434908, -2.459318], [3.610927, -4.711628, -3.469918], [0.404117, 7.970202, -5.524058], [1.729697, 7.598212, -6.236418], [1.860917, 6.175222, -6.673238], [1.166457, 5.187832, -5.880118], [0.583187, 4.439412, -5.199518], [0.267537, 9.050822, -5.482568], [0.357747, 7.546542, -4.520838], [-0.433173, 7.641292, -6.139578], [2.495937, 7.885672, -5.516448], [1.849217, 8.300842, -7.061118], [2.939827, 6.038092, -6.600798], [1.541137, 6.021372, -7.703858], [3.874417, 5.457782, 0.033092], [2.700527, 4.700212, -0.461418], [1.831567, 5.378732, -1.442588], [1.328037, 6.697862, -1.068108], [0.939637, 7.707912, -0.738038], [4.434517, 5.828722, -0.825278], [4.526057, 4.840392, 0.651402], [3.592897, 6.339662, 0.608532], [2.095587, 4.614352, 0.441232], [2.984907, 3.669272, -0.672118], [0.870247, 4.883882, -1.580828], [2.249127, 5.443892, -2.447328], [0.654747, -4.796248, -0.487448], [0.429267, -5.919458, -1.483818], [-0.180253, -7.178188, -0.946558], [0.691497, -7.794758, 0.025202], [1.332967, -8.338688, 0.816622], [0.883257, -3.891588, -1.050888], [1.335027, -5.063278, 0.321272], [-0.299683, -4.631028, 0.012422], [1.390287, -6.193358, -1.919148], [-0.144293, -5.520258, -2.320348], [-0.384413, -7.915348, -1.723098], [-1.114823, -7.095918, -0.391668], [-6.664993, 2.101372, 3.864422], [-5.753743, 2.662132, 4.958152], [-4.288703, 2.833362, 4.469542], [-3.740063, 1.710602, 3.660072], [-3.276123, 0.884352, 2.970282], [-6.652353, 2.657262, 2.926912], [-7.723103, 2.290772, 4.045072], [-6.452163, 1.059312, 3.625872], [-5.742673, 1.968692, 5.799052], [-6.071493, 3.576752, 5.458752], [-3.686903, 2.996372, 5.363612], [-4.195693, 3.765892, 3.912912], [-2.059813, -0.604858, 0.209102], [-0.781273, -1.369238, -0.037618], [0.531527, -0.524398, -0.088248], [0.616937, 0.688482, -0.920358], [0.702937, 1.639472, -1.548158], [-1.869153, 0.033672, 1.071672], [-2.886143, -1.186068, 0.618342], [-2.317433, -0.093578, -0.718438], [-0.810563, -1.982608, -0.938188], [-0.741993, -2.129188, 0.742782], [1.403837, -1.177768, -0.071268], [0.493947, -0.099218, 0.914702], [-3.109173, -3.529198, -1.770728], [-3.614313, -4.911708, -1.889898], [-4.274183, -5.374578, -0.580938], [-3.395273, -5.442148, 0.585202], [-2.615403, -5.441708, 1.419452], [-3.944083, -2.833118, -1.690218], [-2.518353, -3.178248, -2.616818], [-2.476603, -3.461748, -0.885628], [-2.695133, -5.489398, -1.987208], [-4.314163, -4.943228, -2.724958], [-4.708403, -6.371888, -0.651088], [-5.113023, -4.734368, -0.307818], [1.293667, -2.240088, 2.993192], [0.720587, -3.811218, 4.127672], [-0.826323, -3.851788, 4.309052], [-1.439413, -5.362928, 5.404822], [1.310637, -3.811558, 5.044152], [0.998247, -4.687908, 3.542512], [-1.201243, -3.927448, 3.288362], [-1.190323, -2.915708, 4.732572]],
  "forces_ev_per_a": [[1.092, -0.306, 1.883], [0.069, 0.228, -2.074], [1.798, 0.834, -0.907], [-1.330, -0.988, -0.107], [0.077, -0.252, 1.376], [-0.569, 0.027, 0.356], [-0.325, 0.395, 0.716], [0.011, 0.303, -0.057], [0.142, -0.155, 0.588], [-0.236, -0.018, -0.215], [-0.164, -0.734, -0.838], [-0.502, 0.611, -0.646], [2.197, 1.572, -0.246], [-0.795, -0.516, -0.314], [-0.353, -0.755, 1.329], [-2.035, -1.097, 0.120], [0.093, 0.119, -1.653], [-0.150, 0.132, 0.192], [0.343, 0.356, 0.487], [0.537, 0.331, -0.887], [0.290, 0.099, 0.826], [-0.079, -0.115, -0.107], [-0.017, 0.014, 0.158], [-0.129, -0.089, -0.085], [-0.437, -3.222, 0.968], [0.414, 2.738, -0.317], [0.581, 1.541, 0.516], [-0.781, -0.933, -0.211], [0.253, -1.466, -0.685], [-0.146, -0.471, -0.467], [0.399, 0.436, 0.241], [0.005, 0.013, -0.320], [-0.049, 0.171, 0.027], [-0.372, 0.096, -0.173], [0.121, 0.455, 0.412], [0.034, 0.498, 0.030], [-2.110, -2.010, -0.357], [1.482, 2.078, 1.703], [1.865, -0.503, -0.190], [-1.907, -0.119, -0.474], [0.360, 1.249, -0.179], [-0.047, -0.067, -0.634], [-0.269, -0.130, -0.521], [0.111, -0.154, -0.042], [0.476, 0.405, 0.412], [0.244, -0.472, -0.218], [-0.553, 0.133, 0.044], [0.222, -0.279, 0.280], [0.514, 0.617, -0.694], [-0.229, -0.491, 0.355], [1.680, 1.010, -0.644], [-0.833, -0.140, 0.638], [0.344, -0.962, 1.098], [-0.129, -0.098, 0.012], [0.344, -0.162, 0.341], [-0.172, -0.294, -0.295], [-0.232, -0.187, -0.038], [-0.096, 0.142, -0.338], [-0.581, 0.566, -0.709], [-0.774, -0.222, 0.322], [-0.931, -1.387, -0.616], [-0.091, 0.374, 0.403], [2.925, -0.561, -0.299], [-0.723, 1.434, 1.213], [-0.151, 0.409, -0.905], [-0.105, -0.162, 0.140], [0.266, 0.022, -0.300], [-1.009, 0.170, -0.265], [-0.646, -0.042, 0.362], [0.374, -0.138, 0.586], [0.161, -0.280, -0.427], [-0.061, 0.190, 0.212], [-1.015, 2.152, 0.547], [1.724, -1.940, 0.432], [-1.143, -1.898, -1.857], [-0.961, 1.150, 0.652], [1.115, -0.374, 0.106], [0.102, 0.858, 0.221], [-0.335, 0.187, -0.095], [0.127, -0.058, -0.016], [-0.035, -0.222, 0.119], [0.653, 0.247, -0.043], [-0.591, 0.296, -0.363], [0.364, -0.288, 0.378], [1.694, 1.164, 0.476], [-0.747, -0.910, 0.214], [0.677, -0.327, -0.872], [-0.063, 0.478, -0.076], [-0.950, -0.186, 0.423], [-0.412, 0.144, 0.178], [0.649, 0.506, 0.274], [-0.441, -0.290, -0.120], [0.078, -0.298, -0.669], [-0.334, 0.262, 1.075], [-0.388, -0.728, 0.304], [0.288, 0.148, -1.259], [1.228, -1.697, -1.542], [-0.423, 0.606, 0.946], [-0.488, 0.164, 0.154], [0.840, 0.719, -1.660], [-1.227, 0.446, 1.223], [0.112, 0.067, 0.771], [-0.261, 0.489, -0.045], [0.070, -0.320, 0.420], [-0.306, -0.412, 0.211], [-0.016, 0.120, 0.168], [0.190, 0.338, -0.121], [0.241, -0.375, -0.474], [0.057, -0.050, -0.871], [-1.367, 2.177, 1.413], [0.914, -0.171, -0.682], [-1.299, -1.573, 2.060], [1.199, 1.404, -1.385], [0.317, 0.029, 0.277], [-0.180, -0.006, -0.112], [-0.197, -0.340, 0.226], [0.351, -0.329, -0.108], [0.130, -0.349, -0.282], [0.005, -0.879, -0.378], [0.104, 0.093, -0.081], [1.197, 0.955, -0.422], [-0.550, -0.906, 2.448], [-1.356, 0.357, -1.597], [1.578, -1.555, -0.248], [-0.931, 2.039, 0.585], [0.477, 0.038, 0.025], [-0.014, 0.021, -0.085], [-0.100, -0.003, 0.041], [-0.413, -0.453, 0.128], [-0.263, 0.160, -0.677], [0.129, -0.863, -0.131], [0.197, 0.096, -0.079], [-1.094, -0.337, 0.191], [0.640, 0.659, -0.719], [-0.572, -0.696, 0.356], [0.954, -1.138, 1.090], [-0.331, 0.518, -0.589], [0.503, 0.061, 0.395], [0.398, 0.247, -0.283], [-0.167, 0.276, 0.128], [0.130, -0.073, -0.133], [-0.296, -0.133, -0.016], [0.151, 0.029, -0.185], [-0.296, 0.668, -0.173], [-0.682, 1.078, -0.365], [0.415, -0.927, -0.236], [-0.323, 0.077, 0.433], [0.679, -1.015, -1.143], [-1.195, 1.786, 1.778], [0.925, 0.125, -0.247], [-0.122, -0.704, 0.783], [-0.149, 0.021, 0.188], [0.063, -0.342, -0.041], [-0.128, 0.293, -0.635], [0.395, -0.266, -0.105], [0.010, -0.167, -0.386], [0.537, 0.332, 0.200], [0.202, -0.975, -0.949], [-1.191, 0.127, 1.837], [-0.089, -1.664, 0.063], [-0.008, 0.744, -0.378], [-0.037, 0.756, -0.371], [-0.006, -0.513, -0.612], [-0.426, 0.478, 0.369], [-0.288, 0.149, -0.311], [0.826, 0.183, 0.263], [0.115, 0.272, -0.581], [0.498, 0.215, 0.364], [0.106, 1.595, 0.342], [0.515, -0.567, 0.678], [-0.890, -0.350, 0.219], [0.049, 0.525, -0.979], [0.589, -0.148, 0.644], [0.058, 0.208, 0.293], [0.062, -0.275, -0.160], [-0.049, 0.294, 0.076], [-0.368, -0.728, -0.738], [0.148, -0.709, 0.019], [-0.018, -0.112, -0.361], [-0.008, 0.224, 0.047], [-0.537, -0.848, 0.816], [-0.599, -0.569, -0.159], [1.261, 0.820, -0.639], [0.355, 0.677, -0.506], [-0.157, 0.339, -0.142], [0.286, 0.245, 0.012], [-0.508, -0.417, 0.253], [-0.053, -0.253, 0.269]],
  "mulliken_charge": [0.583, -0.678, 0.178, -0.780, -1.013, 0.025, 0.315, 0.025, 0.361, 0.353, 0.338, 0.269, 0.362, -0.706, 0.205, -0.451, -0.993, 0.311, 0.036, -0.209, 0.381, 0.320, 0.365, 0.282, 0.080, -0.534, 0.382, -0.809, -0.266, 0.222, 0.253, 0.229, 0.304, -0.289, 0.128, 0.248, 0.566, -0.752, 0.214, -0.346, -0.951, 0.063, -0.254, 0.312, 0.266, 0.315, 0.273, 0.290, 0.136, -0.581, 0.272, -0.955, -0.961, 0.304, 0.383, 0.115, 0.389, 0.320, 0.359, 0.203, 0.251, -0.672, 0.389, -0.749, -0.976, 0.260, 0.050, 0.228, 0.340, 0.227, 0.420, 0.246, 0.428, -0.738, 0.176, -0.668, -0.989, 0.160, 0.264, 0.346, -0.079, 0.343, 0.314, 0.305, 0.091, -0.621, 0.351, -0.636, -0.663, 0.312, 0.384, 0.188, -0.004, 0.293, 0.208, 0.049, 0.306, -0.501, 0.191, -1.036, -0.935, 0.232, 0.330, 0.156, 0.477, 0.374, 0.195, 0.371, -1.152, -0.505, -0.220, 0.254, -0.450, 0.401, 0.216, 0.330, 0.261, 0.346, 0.188, 0.349, -1.662, 0.449, 0.620, -0.231, -0.541, 0.333, 0.410, 0.411, 0.068, 0.070, 0.007, 0.074, 0.303, -0.749, -0.028, -0.045, -0.501, -0.018, 0.134, -0.286, 0.296, 0.459, 0.505, -0.066, -1.076, -0.580, -0.594, 0.080, -0.127, 0.311, 0.452, 0.152, 0.273, 0.402, 0.344, 0.378, 0.013, -0.195, 1.024, -0.582, -0.038, 0.143, 0.210, -0.261, 0.326, -0.190, 0.296, -0.725, 0.274, -0.410, -0.784, 0.311, -0.421, -0.081, 0.240, -0.363, 0.106, 0.398, 0.498, 0.299, -0.034, -0.896, 0.493, -0.141, 0.480, 0.495, -0.121, -0.201],
  "charge": 0,
  "e_tot_ev": -237588.85670,
  "gap_ev": 9.115,
  "largest_force_ev_per_a": 3.392,
  "lumo_ev": 0.2930
}